This record from the OMol25 dataset describes a cluster of 16 separate species, C84H208N16O16 in total in a non-equilibrium geometry. The level of theory is the ωB97M-V functional and the def2-TZVPD basis.

Last column: Löwdin charge in e.
CARTESIAN COORDINATES (ANGSTROEM)
1 O -1.881 -0.123 6.302  -0.24
2 O 1.495 -7.877 0.988  -0.07
3 O -4.935 5.694 2.146  -0.21
4 O 2.454 -1.213 3.078  -0.21
5 O -2.071 4.799 -3.073  -0.24
6 O 1.204 2.284 -6.389  -0.22
7 O -4.790 2.278 -3.006  -0.22
8 O 4.177 3.236 1.197  -0.04
9 O -2.273 -3.366 1.206  -0.21
10 O -1.147 6.899 0.361  -0.16
11 O 4.950 -1.292 -2.300  -0.20
12 O 1.132 2.338 -0.587  -0.10
13 O -2.934 -2.330 -4.052  -0.22
14 O 2.856 -2.657 -5.964  -0.17
15 O 1.419 3.721 5.163  -0.19
16 O -5.215 -2.431 4.214  -0.10
17 N 0.819 4.094 1.585  0.07
18 N -2.301 -2.260 3.720  0.07
19 N -7.851 2.334 -1.058  0.04
20 N 5.732 -1.283 -7.864  0.03
21 N -5.855 -2.654 2.902  -0.05
22 N 4.932 -4.551 -0.599  0.06
23 N -0.065 -4.140 -5.476  0.07
24 N 0.394 1.312 -1.194  -0.05
25 N 0.552 4.012 -2.684  0.06
26 N 1.940 -7.219 -0.197  -0.09
27 N 4.735 2.388 -7.295  0.04
28 N -1.011 5.169 5.976  0.04
29 N -5.403 3.102 3.349  0.04
30 N 4.790 -2.770 2.207  0.06
31 N -4.673 -0.355 6.229  0.06
32 N 5.445 2.694 0.901  -0.08
33 C -7.038 -3.420 3.257  -0.52
34 C -4.223 3.824 3.685  -0.44
35 C 0.887 -5.015 0.329  -0.03
36 C 1.484 -9.378 -1.523  -0.02
37 C -0.549 -6.814 -0.645  -0.03
38 C -0.717 0.981 -0.274  -0.48
39 C -6.860 -1.720 0.924  -0.12
40 C 1.129 -5.703 -2.063  -0.14
41 C 3.550 2.340 -6.412  -0.41
42 C 5.879 -0.456 -1.573  -0.09
43 C 5.099 -3.605 -1.705  -0.40
44 C 3.569 -4.741 2.853  -0.06
45 C 0.584 5.471 1.114  -0.40
46 C -1.437 -0.231 -0.756  -0.15
47 C -6.584 -4.795 3.845  -0.03
48 C -3.855 -0.840 7.421  -0.37
49 C 1.303 5.122 5.340  -0.23
50 C 4.356 -2.270 -1.467  -0.22
51 C 6.326 3.620 0.099  -0.50
52 C -4.273 -2.468 -3.550  -0.05
53 C -1.109 5.373 -3.924  -0.20
54 C -2.181 -3.515 -4.274  -0.18
55 C 1.830 6.095 0.406  -0.04
56 C -0.355 0.777 1.233  0.00
57 C 1.995 -0.427 4.179  -0.12
58 C -0.902 -3.042 -5.043  -0.45
59 C -0.337 7.014 4.656  -0.03
60 C 2.209 0.889 -2.567  -0.02
61 C -6.540 2.806 -1.519  -0.41
62 C 5.589 3.943 -1.162  -0.05
63 C 4.789 -4.131 -3.125  -0.04
64 C 3.616 3.289 -5.171  -0.05
65 C -0.762 5.532 0.438  -0.20
66 C -3.911 4.927 2.666  -0.24
67 C 7.637 2.962 -0.224  -0.11
68 C 2.843 -7.391 -2.441  -0.13
69 C 1.369 5.795 -4.066  -0.07
70 C 8.292 2.300 1.047  -0.15
71 C -5.915 1.722 -2.350  -0.25
72 C 2.457 -8.216 -1.111  -0.47
73 C -7.859 -2.906 4.452  -0.02
74 C -3.417 4.854 -3.443  -0.09
75 C -5.537 6.612 3.027  -0.08
76 C -2.952 2.873 3.757  -0.03
77 C 2.230 -0.130 -0.354  -0.01
78 C 6.003 2.051 2.129  -0.52
79 C -8.183 -2.468 1.150  -0.16
80 C 6.296 3.014 3.263  -0.03
81 C -4.651 -0.785 1.972  -0.03
82 C 1.360 0.247 -1.523  -0.49
83 C 0.600 -0.927 -2.074  -0.11
84 C 0.862 -6.227 -0.612  -0.47
85 C 0.024 1.831 -6.952  -0.13
86 C -1.296 -2.142 -6.167  -0.07
87 C 3.656 -2.272 -8.868  -0.03
88 C -3.464 -3.681 0.534  -0.10
89 C -4.140 1.211 -3.670  -0.11
90 C -1.896 -4.168 2.293  -0.22
91 C 2.634 -2.551 3.507  -0.20
92 C -6.891 -0.219 2.948  -0.03
93 C -1.060 -4.186 4.631  -0.05
94 C -6.054 -1.329 2.241  -0.43
95 C 7.329 1.357 1.768  -0.13
96 C -5.541 3.339 -0.380  -0.03
97 C 4.166 -2.490 -6.402  -0.23
98 C 0.238 5.375 -3.130  -0.39
99 C -2.400 6.990 -0.227  -0.11
100 C 2.455 -1.497 -5.240  -0.06
101 C -3.599 -2.380 7.303  -0.06
102 C 4.302 -1.579 -7.641  -0.42
103 C 2.293 2.522 -7.281  -0.18
104 C 6.556 5.019 0.761  -0.02
105 C 1.698 -6.701 -3.053  -0.22
106 C -1.734 2.152 -0.327  -0.01
107 C 4.979 1.050 2.568  -0.05
108 C 3.453 -3.284 2.452  -0.43
109 C 3.726 -8.830 -0.356  -0.02
110 C 2.443 3.257 5.992  -0.13
111 C -7.768 -3.671 1.956  -0.15
112 C -0.750 0.743 6.138  -0.09
113 C -2.575 -0.016 7.520  -0.22
114 C -0.531 -1.363 -1.130  -0.16
115 C -0.081 5.521 4.892  -0.44
116 C -1.292 -3.315 3.385  -0.40
117 H -3.348 -4.627 0.029  0.08
118 H 0.147 0.433 6.705  0.09
119 H -1.985 -1.789 4.580  0.06
120 H 5.024 -4.045 0.311  0.04
121 H -8.176 -1.864 4.313  0.07
122 H 2.823 0.201 -3.094  0.06
123 H -1.917 2.513 -1.337  0.08
124 H 2.893 1.615 -2.103  0.10
125 H 1.271 6.856 -4.397  0.09
126 H 4.592 -3.420 -6.697  0.13
127 H -0.366 -1.749 -6.686  0.09
128 H -6.974 -4.172 1.351  0.13
129 H 2.313 3.532 -7.751  0.14
130 H -1.011 1.797 6.368  0.07
131 H 2.326 0.613 0.402  0.07
132 H 6.130 0.419 -2.204  0.09
133 H 7.415 5.141 1.353  0.05
134 H 0.384 7.590 5.152  0.06
135 H 2.665 5.908 1.129  0.08
136 H -3.568 4.495 -4.482  0.11
137 H -4.513 3.342 -0.724  0.04
138 H 5.493 -0.078 -0.659  0.04
139 H 0.628 -9.092 -2.083  0.05
140 H -4.010 -0.016 5.531  0.04
141 H 4.550 -2.038 -0.405  0.10
142 H -3.091 -2.619 6.377  0.03
143 H 2.460 2.120 5.962  0.09
144 H -0.632 -7.661 -1.353  0.08
145 H -3.105 5.491 3.129  0.12
146 H 1.338 3.523 0.949  0.02
147 H 4.206 -9.593 -0.959  0.07
148 H 9.283 1.849 0.815  0.12
149 H -1.451 6.386 -4.140  0.12
150 H -7.428 -5.442 3.871  0.07
151 H 7.373 3.343 3.190  0.09
152 H -2.791 1.088 7.803  0.15
153 H -3.935 4.306 -2.647  0.07
154 H 5.317 3.218 -7.153  0.08
155 H -1.033 4.172 6.295  0.07
156 H -4.369 4.258 4.699  0.13
157 H -1.162 -4.930 2.025  0.09
158 H 4.238 -5.301 2.167  0.09
159 H 3.502 3.636 5.768  0.11
160 H 0.219 1.596 1.612  0.05
161 H -0.703 -3.541 5.397  0.05
162 H -1.503 4.911 1.050  0.11
163 H 0.250 -0.853 -3.081  0.10
164 H 1.532 -1.741 -4.808  0.05
165 H 2.233 3.544 7.004  0.07
166 H -3.499 4.470 1.718  0.13
167 H -1.073 -2.144 -1.706  0.10
168 H -3.464 -2.874 -0.190  0.07
169 H 1.934 -4.540 0.392  0.08
170 H -2.030 -0.016 -1.661  0.12
171 H 1.680 1.475 -3.299  0.07
172 H 4.653 3.213 -4.695  0.10
173 H 0.526 6.055 2.007  0.09
174 H 3.235 -0.303 -0.774  0.07
175 H -0.267 3.593 -2.288  0.04
176 H 2.884 -0.198 4.871  0.11
177 H 3.061 -2.574 4.505  0.12
178 H -0.506 2.675 -7.448  0.09
179 H 6.836 -0.888 -1.290  0.08
180 H -6.229 -2.325 0.331  0.09
181 H -4.607 -0.198 1.036  0.08
182 H 2.827 2.946 -4.462  0.05
183 H -8.565 -4.331 2.253  0.12
184 H 6.230 4.409 -1.870  0.08
185 H -6.701 -0.170 4.004  0.06
186 H 2.108 5.638 -0.579  0.07
187 H -8.970 -1.944 1.653  0.10
188 H 5.369 0.433 3.405  0.10
189 H 1.653 7.195 0.278  0.09
190 H 0.752 -5.339 1.423  0.08
191 H -4.209 -0.076 2.765  0.10
192 H 1.927 -4.909 -2.054  0.11
193 H -6.437 6.274 3.506  0.08
194 H 2.298 1.780 -8.018  0.09
195 H -4.247 -2.537 4.084  0.05
196 H -2.755 -4.661 2.748  0.13
197 H 3.361 -9.210 0.597  0.06
198 H 0.187 -0.153 1.390  0.07
199 H 1.318 4.132 2.488  0.07
200 H 0.003 6.055 -2.214  0.15
201 H -1.873 -3.906 -3.339  0.09
202 H 0.052 -4.777 -4.682  0.06
203 H -1.855 -1.277 -5.830  0.06
204 H -2.077 -0.486 0.106  0.11
205 H -3.019 6.197 0.027  0.05
206 H 0.800 3.410 -3.482  0.08
207 H -0.927 4.777 -4.898  0.15
208 H -1.198 -6.051 -0.941  0.05
209 H -6.655 1.306 -3.003  0.12
210 H -3.948 -1.577 1.826  0.02
211 H -3.888 0.419 -2.916  0.07
212 H -0.514 0.784 5.036  0.09
213 H -2.045 3.569 3.973  0.09
214 H -1.888 -0.401 8.275  0.12
215 H -4.789 -1.470 -3.639  0.09
216 H 0.252 1.007 -7.728  0.11
217 H 0.948 -8.647 0.627  0.10
218 H 3.663 -1.616 -9.721  0.07
219 H 2.353 5.680 -3.568  0.08
220 H 8.309 3.712 -0.593  0.12
221 H -1.997 5.250 5.609  0.08
222 H -4.405 -0.588 8.350  0.13
223 H 1.973 -1.004 0.152  0.06
224 H 0.893 -7.375 -3.441  0.12
225 H 1.625 -2.942 3.686  0.10
226 H 6.174 -3.283 -1.734  0.14
227 H 3.250 -8.237 -3.020  0.12
228 H 3.800 -4.594 -3.125  0.04
229 H -0.699 5.116 -0.599  0.11
230 H -5.239 -1.065 5.785  0.02
231 H -5.638 0.915 -1.721  0.11
232 H -5.900 2.760 4.207  0.11
233 H 3.218 -1.197 -4.555  0.07
234 H 3.951 -4.882 3.835  0.07
235 H 2.076 -9.989 -2.162  0.07
236 H 3.260 -2.223 -1.651  0.11
237 H 2.291 -0.719 -5.963  0.08
238 H -0.338 -2.815 3.011  0.14
239 H 7.026 0.567 1.089  0.10
240 H 5.645 3.870 3.328  0.07
241 H 3.369 4.330 -5.462  0.07
242 H -7.297 -3.021 5.382  0.08
243 H -6.982 -0.772 0.399  0.11
244 H -3.077 2.180 4.571  0.05
245 H -2.966 -2.809 8.112  0.08
246 H -1.279 7.357 5.007  0.07
247 H 4.806 -1.737 2.239  0.06
248 H 4.613 -3.312 -3.811  0.04
249 H 3.990 -4.918 -0.557  0.03
250 H -5.937 -5.381 3.171  0.09
251 H 6.708 5.859 0.063  0.09
252 H 5.830 -0.427 -8.396  0.06
253 H 4.512 -8.064 -0.030  0.10
254 H -4.724 0.684 -4.457  0.09
255 H -0.175 -1.948 -0.241  0.11
256 H -3.161 1.657 -4.022  0.11
257 H 1.636 0.575 3.836  0.09
258 H 1.350 5.190 -4.968  0.05
259 H -5.973 3.689 2.696  0.08
260 H 5.498 -4.879 -3.596  0.11
261 H -0.123 5.011 3.976  0.08
262 H 1.135 3.081 -1.212  0.05
263 H -0.658 1.400 -6.219  0.07
264 H -4.399 -3.658 1.211  0.10
265 H 5.674 5.271 1.312  0.07
266 H -0.824 -7.172 0.395  0.11
267 H 1.386 5.501 6.400  0.14
268 H 4.749 -1.971 -5.652  0.10
269 H -2.817 2.307 2.871  0.04
270 H -2.681 1.818 0.062  0.07
271 H 0.834 -3.833 -5.803  0.05
272 H 3.635 -6.708 -2.148  0.10
273 H -2.392 7.077 -1.288  0.07
274 H -2.861 7.907 0.200  0.11
275 H -0.437 -5.109 4.480  0.10
276 H -7.938 -0.318 2.839  0.05
277 H -2.014 -2.560 -6.903  0.10
278 H 7.465 2.179 -0.961  0.11
279 H 2.114 5.622 4.740  0.14
280 H 1.121 -0.918 4.634  0.07
281 H 4.177 -3.147 -9.130  0.06
282 H 3.779 -0.664 -7.388  0.10
283 H 1.350 -1.726 -2.117  0.11
284 H 4.706 4.604 -1.023  0.09
285 H 1.253 -10.018 -0.647  0.09
286 H -6.140 -4.661 4.797  0.06
287 H -1.300 0.762 1.812  0.08
288 H 4.710 0.368 1.788  0.06
289 H 1.945 -6.112 -3.996  0.13
290 H 4.152 1.486 3.070  0.07
291 H -5.855 4.429 -0.224  0.10
292 H -1.310 2.961 0.333  0.07
293 H -2.285 -1.527 3.036  0.05
294 H 2.548 -5.164 2.905  0.08
295 H -4.200 -2.774 -2.585  0.03
296 H -8.663 -3.571 4.621  0.07
297 H -3.664 5.907 -3.306  0.08
298 H 0.224 -5.216 -2.364  0.09
299 H 0.080 -4.249 0.115  0.09
300 H -0.277 7.227 3.612  0.06
301 H -6.601 0.784 2.695  0.05
302 H -0.291 -2.423 -4.286  0.12
303 H -2.114 -4.472 4.935  0.10
304 H -5.930 7.357 2.275  0.11
305 H -5.624 2.829 0.559  0.04
306 H 3.622 2.729 0.555  0.11
307 H -4.815 6.956 3.709  0.07
308 H -4.728 -3.262 -4.093  0.08
309 H 5.232 1.545 -7.097  0.03
310 H -4.594 -2.904 7.275  0.09
311 H -8.575 2.748 -1.659  0.08
312 H 5.243 3.047 -1.643  0.07
313 H 2.641 -2.523 -8.598  0.07
314 H 6.219 -1.106 -6.920  0.10
315 H -8.132 2.778 -0.172  0.07
316 H -2.763 -4.305 -4.803  0.14
317 H 7.685 0.909 2.637  0.10
318 H 8.572 3.079 1.748  0.08
319 H -8.518 -2.777 0.165  0.11
320 H 2.945 -3.209 1.468  0.11
321 H 6.139 2.418 4.232  0.11
322 H -6.457 3.649 -2.306  0.15
323 H 3.505 1.321 -5.991  0.12
324 H 5.416 -3.095 2.892  0.06

The frontier orbital gap is 8.8512 eV. For the LUMO energy, the calculation gives 0.5 eV. Its largest force on an atom is 0.0682 Eh/bohr. For the energy above the lowest of the compared OMol25 structures with the same formula, charge and spin, the calculation gives 206.2 kJ/mol.